The following is a DFT calculation (the ωB97M-V functional and the def2-TZVPD basis) of C30H50BN10S4V as an isolated structure.

Each line ends with the Löwdin charge.
Element x y z (Å)
V  0.687  0.221  -0.013  0.084
C  -4.192  1.791  -4.410  -0.031
C  -3.159  1.935  -3.289  -0.532
C  -3.614  2.953  -2.246  -0.017
C  -1.859  2.408  -3.925  -0.084
N  -3.069  0.607  -2.590  0.016
C  -4.241  -0.014  -2.199  -0.039
C  -3.906  -1.144  -1.551  -0.037
N  -2.534  -1.226  -1.517  0.028
B  -1.912  -2.456  -0.802  -0.578
N  -0.542  -2.900  -1.376  0.035
C  -0.521  -3.502  -2.610  -0.043
C  0.756  -3.812  -2.907  -0.026
N  1.538  -3.408  -1.844  0.021
C  0.726  -2.827  -0.926  -0.614
S  1.194  -2.098  0.580  0.691
C  3.024  -3.592  -1.790  -0.536
C  3.449  -4.315  -3.063  -0.055
C  3.715  -2.231  -1.757  -0.046
C  3.389  -4.465  -0.591  -0.032
N  -1.929  -2.326  0.741  0.025
C  -2.032  -3.473  1.485  -0.044
C  -2.029  -3.132  2.786  -0.027
N  -1.942  -1.754  2.851  0.019
C  -1.864  -1.282  1.582  -0.612
S  -1.623  0.357  1.043  0.694
C  -1.835  -1.032  4.157  -0.526
C  -2.523  0.331  4.124  -0.058
C  -2.539  -1.863  5.229  -0.042
C  -0.348  -0.907  4.482  -0.005
C  -2.032  -0.149  -2.139  -0.629
S  -0.328  0.181  -2.288  0.640
H  -4.231  2.724  -4.969  0.093
H  -3.908  0.994  -5.094  0.101
H  -5.196  1.596  -4.043  0.075
H  -3.704  3.936  -2.708  0.093
H  -4.582  2.692  -1.823  0.086
H  -2.890  3.010  -1.433  0.089
H  -2.104  3.314  -4.482  0.094
H  -1.101  2.635  -3.184  0.016
H  -1.449  1.676  -4.618  0.086
H  -5.204  0.394  -2.425  0.119
H  -4.518  -1.909  -1.114  0.129
H  -2.664  -3.367  -1.045  0.127
H  -1.425  -3.677  -3.162  0.130
H  1.164  -4.306  -3.767  0.114
H  3.242  -3.730  -3.958  0.092
H  4.525  -4.469  -3.013  0.096
H  2.982  -5.295  -3.156  0.091
H  3.423  -1.626  -2.615  0.083
H  3.483  -1.688  -0.847  0.021
H  4.792  -2.392  -1.798  0.097
H  2.893  -5.434  -0.660  0.094
H  4.465  -4.637  -0.599  0.093
H  3.121  -3.997  0.348  0.041
H  -2.100  -4.435  1.016  0.131
H  -2.094  -3.747  3.659  0.117
H  -3.543  0.259  3.746  0.097
H  -2.567  0.689  5.153  0.089
H  -2.003  1.063  3.522  0.012
H  -3.566  -2.088  4.947  0.101
H  -2.019  -2.790  5.458  0.079
H  -2.560  -1.282  6.150  0.093
H  0.175  -0.369  3.694  0.059
H  -0.221  -0.370  5.423  0.093
H  0.111  -1.890  4.584  0.097
C  2.893  3.848  0.400  -0.027
N  2.129  3.813  -0.829  -0.143
C  1.719  5.042  -1.503  -0.095
C  1.046  4.519  -2.782  -0.115
N  1.559  3.158  -2.843  0.038
C  2.104  2.781  -1.680  -0.758
S  2.706  1.209  -1.384  0.663
H  2.520  4.667  1.012  0.098
H  3.955  4.006  0.195  0.106
H  2.768  2.911  0.933  0.048
H  2.598  5.657  -1.724  0.132
H  1.040  5.615  -0.873  0.127
H  1.330  5.087  -3.666  0.125
H  -0.046  4.517  -2.695  0.108
H  1.283  2.450  -3.505  0.120
C  0.821  2.897  4.849  -0.006
C  1.466  2.093  3.775  -0.302
C  2.741  1.572  3.656  0.030
C  2.746  0.841  2.459  -0.345
N  1.551  0.923  1.870  -0.060
N  0.796  1.693  2.685  0.012
C  3.863  0.049  1.870  -0.034
H  1.532  3.606  5.268  0.086
H  0.469  2.256  5.657  0.080
H  -0.032  3.459  4.471  0.085
H  3.556  1.694  4.344  0.118
H  -0.194  1.744  2.471  0.064
H  4.792  0.250  2.402  0.087
H  4.009  0.299  0.821  0.025
H  3.649  -1.017  1.935  0.066

Values from the calculation:
2S+1 ... 4
Frontier orbital gap (spin up / spin down) ... 7.607 / 8.409 eV
Total charge ... +1
HOMO energy (spin up / spin down) ... -9.4 / -10.2 eV


The following is a DFT calculation (the ωB97M-V functional and the def2-TZVPD basis) of a 7-piece molecular cluster, C3H18N2O8 overall.

Each line ends with the Löwdin charge.
Element x y z (Å)
O  2.518  -0.093  0.822  0.020
C  1.889  -1.058  0.449  -0.202
C  0.431  -1.280  0.890  -0.104
N  -0.533  -0.368  0.292  0.105
C  -1.174  -0.570  -0.883  -0.572
N  -0.850  -1.712  -1.626  0.155
O  -2.036  0.208  -1.276  0.027
H  2.367  -1.843  -0.146  0.126
H  0.101  -2.308  0.698  0.093
H  0.354  -1.194  1.977  0.139
H  -0.803  0.421  0.865  0.114
H  -1.449  -1.775  -2.437  0.116
H  0.144  -1.735  -1.815  0.088
H  2.344  2.576  2.374  0.069
H  1.987  1.193  1.812  0.010
O  1.647  1.910  2.398  -0.062
H  -1.130  -5.098  -0.544  0.037
H  -0.859  -3.591  -0.541  -0.011
O  -0.567  -4.431  -0.134  -0.085
H  2.731  0.130  -2.054  0.068
H  1.353  0.798  -1.723  0.016
O  1.814  -0.083  -1.824  -0.084
H  -2.434  2.346  0.726  -0.027
H  -2.983  1.353  -0.333  -0.024
O  -3.254  2.033  0.306  -0.097
H  0.374  2.615  -0.765  0.056
H  -0.345  2.096  -2.000  0.070
O  0.540  2.278  -1.650  -0.024
H  -1.373  2.428  2.504  0.065
H  0.068  2.317  1.956  0.002
O  -0.875  2.437  1.681  -0.086

Values from the calculation:
Frontier orbital gap ... 10.307 eV
Total charge ... 0
HOMO energy ... -10.0 eV
Structure (SMILES) ... NC(=O)NCC=O.O.O.O.O.O.O
Energy above the lowest of the compared OMol25 structures with the same formula, charge and spin ... 0.0 kJ/mol


The following is a DFT calculation (the ωB97M-V functional and the def2-TZVPD basis) of C37H52BCaN10O3PS as an isolated structure in a non-equilibrium geometry.

Each line ends with the Löwdin charge.
Element x y z (Å)
Ca  -0.028  1.008  1.463  1.364
C  0.862  5.230  2.560  -0.069
C  1.114  4.242  1.605  -0.153
N  1.013  3.034  2.141  -0.066
N  0.684  3.208  3.443  -0.038
C  0.592  4.521  3.713  -0.085
B  0.582  2.010  4.465  -0.479
N  1.677  0.951  4.129  -0.044
C  2.669  0.544  4.940  -0.083
C  3.362  -0.470  4.314  -0.064
C  2.700  -0.622  3.091  -0.153
N  1.695  0.235  2.985  -0.051
N  -0.817  1.318  4.443  -0.038
C  -1.753  1.381  5.407  -0.084
C  -2.824  0.595  5.044  -0.059
C  -2.454  0.074  3.803  -0.161
N  -1.251  0.498  3.447  -0.067
H  0.879  6.298  2.434  0.090
H  1.355  4.345  0.558  0.106
H  0.351  4.858  4.707  0.120
H  0.781  2.437  5.568  0.115
H  2.811  1.008  5.902  0.118
H  4.202  -1.024  4.694  0.088
H  2.903  -1.304  2.279  0.085
H  -1.576  1.964  6.295  0.118
H  -3.742  0.444  5.582  0.092
H  -3.011  -0.577  3.147  0.110
N  -2.772  8.511  -0.840  0.092
C  -2.843  7.172  -0.473  -0.326
C  -2.548  6.778  0.833  -0.035
C  -2.644  5.450  1.203  -0.060
C  -3.037  4.495  0.273  -0.289
C  -3.361  4.880  -1.023  -0.067
C  -3.271  6.210  -1.390  -0.032
S  -3.017  2.798  0.730  0.577
O  -3.025  2.751  2.171  -0.324
O  -4.069  2.121  0.017  -0.307
N  -1.556  2.247  0.320  -0.237
C  -1.092  2.086  -0.944  -0.477
N  -1.821  2.386  -2.033  0.140
C  -1.261  2.172  -3.211  -0.128
C  0.027  1.686  -3.368  -0.079
C  0.713  1.426  -2.194  -0.159
N  0.196  1.605  -0.992  0.040
H  -2.199  9.100  -0.261  0.085
H  -2.674  8.696  -1.824  0.085
H  -2.239  7.521  1.560  0.108
H  -2.427  5.139  2.217  0.107
H  -3.684  4.130  -1.729  0.100
H  -3.542  6.514  -2.395  0.108
H  -1.871  2.410  -4.079  0.114
H  0.472  1.531  -4.339  0.097
H  1.741  1.080  -2.216  0.096
O  0.547  -0.991  0.224  -0.430
P  0.902  -2.232  -0.547  0.812
C  0.189  -2.108  -2.221  -0.315
C  -1.260  -1.563  -2.108  -0.167
C  -2.046  -1.774  -3.409  -0.176
C  -1.118  -1.671  -4.615  -0.193
C  -0.108  -2.829  -4.608  -0.176
C  0.210  -3.306  -3.181  -0.190
C  0.349  -3.697  0.403  -0.318
C  0.081  -5.013  -0.367  -0.180
C  -1.416  -5.225  -0.572  -0.201
C  -2.108  -5.445  0.778  -0.187
C  -1.500  -4.556  1.880  -0.185
C  -0.860  -3.306  1.287  -0.200
C  2.712  -2.375  -0.657  -0.344
C  3.335  -1.028  -1.063  -0.202
C  4.821  -1.222  -1.344  -0.184
C  5.015  -2.078  -2.608  -0.187
C  3.843  -3.047  -2.830  -0.198
C  3.289  -3.543  -1.496  -0.172
H  0.816  -1.321  -2.663  0.106
H  -1.221  -0.504  -1.859  0.088
H  -1.783  -2.050  -1.282  0.094
H  -2.849  -1.039  -3.469  0.115
H  -2.522  -2.759  -3.410  0.113
H  -0.595  -0.714  -4.573  0.087
H  -1.687  -1.677  -5.546  0.110
H  0.817  -2.521  -5.104  0.106
H  -0.506  -3.671  -5.178  0.111
H  1.172  -3.818  -3.181  0.087
H  -0.540  -4.032  -2.864  0.097
H  1.199  -3.858  1.077  0.122
H  0.474  -5.850  0.217  0.122
H  0.608  -5.036  -1.319  0.072
H  -1.593  -6.081  -1.227  0.115
H  -1.841  -4.351  -1.074  0.095
H  -2.012  -6.495  1.064  0.107
H  -3.177  -5.244  0.678  0.109
H  -0.740  -5.112  2.436  0.114
H  -2.267  -4.272  2.601  0.110
H  -0.525  -2.627  2.071  0.108
H  -1.605  -2.758  0.707  0.102
H  2.986  -2.548  0.391  0.104
H  3.160  -0.294  -0.277  0.111
H  2.857  -0.643  -1.968  0.088
H  5.279  -1.711  -0.479  0.115
H  5.320  -0.260  -1.458  0.111
H  5.948  -2.641  -2.533  0.107
H  5.112  -1.429  -3.481  0.108
H  4.167  -3.893  -3.438  0.114
H  3.046  -2.548  -3.389  0.097
H  4.101  -4.013  -0.936  0.122
H  2.547  -4.325  -1.655  0.081

Values from the calculation:
Frontier orbital gap ... 8.149 eV
Total charge ... 0
HOMO energy ... -7.7 eV
Energy above the lowest of the compared OMol25 structures with the same formula, charge and spin ... 0.5 kJ/mol